A molecular structure, H4O18S4Zn, computed with ωB97M-V/def2-TZVPD.

Net charge   -5
M   485.672 g mol⁻¹
Multiplicity   2
ΔE to the lowest compared entry with this formula, charge and spin   0.0 kcal/mol
E   -128662.098 eV
HOMO-LUMO gap (spin up / spin down)   4.76 / 4.30 eV
⟨S²⟩   0.757

Cartesian coordinates (Å):
Zn 13.725 9.074 18.059
S 16.099 8.173 16.131
O 15.779 6.774 16.008
O 17.493 8.345 16.508
O 15.862 8.833 14.849
O 15.255 8.847 17.082
S 12.588 6.175 17.154
O 13.333 7.116 17.965
O 12.196 5.040 18.025
O 11.493 6.827 16.535
O 13.458 5.608 16.148
S 15.007 10.221 20.078
O 16.463 10.335 20.072
O 14.540 8.906 19.813
O 14.458 10.589 21.379
O 14.321 10.809 18.935
S 11.846 10.653 15.944
O 12.379 12.049 15.768
O 11.446 10.044 14.700
O 12.874 9.836 16.607
O 10.718 10.507 16.831
O 11.842 9.482 18.944
H 11.350 9.772 18.176
H 11.229 8.926 19.426
O 14.849 12.348 16.903
H 14.522 11.803 17.619
H 14.075 12.812 16.583

---

2 unconnected molecules or ions with the total composition H4O2, computed with ωB97M-V/def2-TZVPD.

M   36.030 g mol⁻¹
SMILES string   O.O
Multiplicity   1
ΔE to the lowest compared entry with this formula, charge and spin   8.2 kcal/mol
E   -4159.583 eV
HOMO-LUMO gap   11.62 eV

Cartesian coordinates (Å):
O -0.976 -0.932 -0.164
H -0.472 -0.151 0.098
H -0.501 -1.761 0.001
O 0.777 0.993 0.081
H 1.379 1.332 0.743
H 1.180 0.094 -0.181

---

2 unconnected molecules or ions with the total composition H4O2, computed with ωB97M-V/def2-TZVPD.

M   36.030 g mol⁻¹
SMILES string   O.O
Multiplicity   1
ΔE to the lowest compared entry with this formula, charge and spin   5.2 kcal/mol
E   -4159.714 eV
HOMO-LUMO gap   11.92 eV

Cartesian coordinates (Å):
O -1.254 -0.035 -0.214
H -1.994 -0.120 0.409
H -1.012 0.888 -0.024
O 1.407 0.135 -0.069
H 2.159 -0.394 -0.418
H 0.695 -0.475 0.315

---

2 unconnected molecules or ions with the total composition H4O2, computed with ωB97M-V/def2-TZVPD.

M   36.030 g mol⁻¹
SMILES string   O.O
Multiplicity   1
ΔE to the lowest compared entry with this formula, charge and spin   5.5 kcal/mol
E   -4159.699 eV
HOMO-LUMO gap   12.41 eV

Cartesian coordinates (Å):
O 1.393 2.362 -1.013
H 1.507 1.567 -0.485
H 1.266 3.036 -0.338
O -1.265 -2.003 0.825
H -1.994 -2.096 0.161
H -0.906 -2.865 0.850

---

2 unconnected molecules or ions with the total composition H4O2, computed with ωB97M-V/def2-TZVPD.

M   36.030 g mol⁻¹
SMILES string   O.O
Multiplicity   1
ΔE to the lowest compared entry with this formula, charge and spin   6.7 kcal/mol
E   -4159.649 eV
HOMO-LUMO gap   11.42 eV

Cartesian coordinates (Å):
O 1.526 -0.276 -0.128
H 1.805 0.627 -0.258
H 0.602 -0.227 0.114
O -1.132 -0.170 -0.259
H -1.744 -0.664 0.291
H -1.056 0.710 0.240

---

2 unconnected molecules or ions with the total composition H4O2, computed with ωB97M-V/def2-TZVPD.

M   36.030 g mol⁻¹
SMILES string   O.O
Multiplicity   1
ΔE to the lowest compared entry with this formula, charge and spin   2.7 kcal/mol
E   -4159.821 eV
HOMO-LUMO gap   11.80 eV

Cartesian coordinates (Å):
O -0.200 -1.368 -0.173
H 0.474 -1.342 -0.866
H -0.283 -2.303 0.053
O -0.357 1.805 0.315
H 0.433 2.305 0.554
H -0.066 0.903 0.117

---

2 unconnected molecules or ions with the total composition H4O2, computed with ωB97M-V/def2-TZVPD.

M   36.030 g mol⁻¹
SMILES string   O.O
Multiplicity   1
ΔE to the lowest compared entry with this formula, charge and spin   5.1 kcal/mol
E   -4159.719 eV
HOMO-LUMO gap   11.42 eV

Cartesian coordinates (Å):
O 1.350 -0.033 -0.084
H 1.596 -0.589 0.651
H 1.562 0.917 0.024
O -1.451 -0.059 -0.097
H -1.877 0.450 0.664
H -0.472 -0.048 0.107

---

2 unconnected molecules or ions with the total composition H4O2, computed with ωB97M-V/def2-TZVPD.

M   36.030 g mol⁻¹
SMILES string   O.O
Multiplicity   1
ΔE to the lowest compared entry with this formula, charge and spin   6.7 kcal/mol
E   -4159.647 eV
HOMO-LUMO gap   11.48 eV

Cartesian coordinates (Å):
O 1.142 -0.129 -0.288
H 1.145 0.833 -0.136
H 1.430 -0.570 0.532
O -1.549 -0.146 -0.224
H -1.448 0.677 0.208
H -0.721 -0.665 -0.093

---

2 unconnected molecules or ions with the total composition H4O2, computed with ωB97M-V/def2-TZVPD.

M   36.030 g mol⁻¹
SMILES string   O.O
Multiplicity   1
ΔE to the lowest compared entry with this formula, charge and spin   5.1 kcal/mol
E   -4159.716 eV
HOMO-LUMO gap   12.06 eV

Cartesian coordinates (Å):
O 0.642 1.440 0.748
H 0.735 0.588 0.235
H 0.957 2.187 0.227
O -0.422 -1.364 -0.665
H -1.244 -0.816 -0.607
H -0.668 -2.035 0.063

---

2 unconnected molecules or ions with the total composition H4O2, computed with ωB97M-V/def2-TZVPD.

M   36.030 g mol⁻¹
SMILES string   O.O
Multiplicity   1
ΔE to the lowest compared entry with this formula, charge and spin   8.9 kcal/mol
E   -4159.553 eV
HOMO-LUMO gap   12.12 eV

Cartesian coordinates (Å):
O -0.032 -1.465 0.877
H -0.512 -0.626 0.632
H -0.193 -1.940 0.036
O -0.189 1.246 -0.564
H 0.534 1.108 0.158
H 0.391 1.677 -1.140

---

2 unconnected molecules or ions with the total composition H4O2, computed with ωB97M-V/def2-TZVPD.

M   36.030 g mol⁻¹
SMILES string   O.O
Multiplicity   1
ΔE to the lowest compared entry with this formula, charge and spin   5.4 kcal/mol
E   -4159.703 eV
HOMO-LUMO gap   12.26 eV

Cartesian coordinates (Å):
O 1.801 -0.347 0.044
H 1.443 0.436 0.486
H 2.669 -0.034 -0.193
O -2.033 -0.349 0.106
H -1.227 -0.023 -0.248
H -2.653 0.316 -0.195

---

A molecular structure, H4O2Rb, computed with ωB97M-V/def2-TZVPD.

Net charge   +1
M   121.498 g mol⁻¹
Multiplicity   1
ΔE to the lowest compared entry with this formula, charge and spin   12.5 kcal/mol
E   -4810.040 eV
HOMO-LUMO gap   11.78 eV

Cartesian coordinates (Å):
Rb -2.329 -1.080 0.112
O 0.089 1.072 1.092
H -0.071 0.200 1.454
H 0.908 1.354 1.499
O 0.320 -0.843 -1.232
H 0.758 -0.737 -2.077
H 0.324 0.034 -0.849

---

Repeat the eleventh record exactly.
2 unconnected molecules or ions with the total composition H4O2, computed with ωB97M-V/def2-TZVPD.

M   36.030 g mol⁻¹
SMILES string   O.O
Multiplicity   1
ΔE to the lowest compared entry with this formula, charge and spin   5.4 kcal/mol
E   -4159.703 eV
HOMO-LUMO gap   12.26 eV

Cartesian coordinates (Å):
O 1.801 -0.347 0.044
H 1.443 0.436 0.486
H 2.669 -0.034 -0.193
O -2.033 -0.349 0.106
H -1.227 -0.023 -0.248
H -2.653 0.316 -0.195